Arrangement i

The following is a quantum chemistry calculation of one molecule with the formula C3H11N3O, from OMol25.

The geometry in ORCA input format:
```
! RIJCOSX wB97M-V def2-TZVPD def2/J DEFGRID3
* xyz 0 1
N -0.38362 -1.59236 -1.20505
C 0.98490 -0.70639 -1.10257
C 0.96275 0.18980 0.07611
O 1.68387 -0.35323 1.15722
C -0.63825 0.46108 0.67567
N -1.60862 0.61028 -0.32279
N -0.44598 1.47738 1.68543
H -0.37304 -2.14716 -2.05381
H -0.35148 -2.25910 -0.43869
H 1.84727 -1.38103 -1.10672
H 0.93316 -0.14369 -2.03356
H 1.32335 1.19060 -0.19542
H 1.36343 0.12819 1.94278
H -0.81355 -0.49097 1.18301
H -1.49774 1.50200 -0.79950
H -1.39855 -0.41256 -0.98380
H -0.32111 2.38563 1.24702
H -1.26677 1.54153 2.27466
*
```

## Properties
Lowest unoccupied orbital energy: 0.034 hartree
SMILES string: NC[C@H](O)C(N)N
HOMO energy: -0.290 hartree

Atomic partial charges in e from the natural (NBO) method, atoms 1 to 4: N -0.848; C -0.234; C 0.034; O -0.737

=====

Arrangement ii

The following is a quantum chemistry calculation of a 2-piece molecular cluster, C3H11N3O overall, from OMol25.

The geometry in ORCA input format:
```
! RIJCOSX wB97M-V def2-TZVPD def2/J DEFGRID3
* xyz 0 1
H -0.68277 2.33058 -0.26783
N 0.00879 1.58895 -0.22782
C -0.26927 0.53192 0.41517
N -1.33105 0.16532 1.24989
N 0.56907 -0.60919 0.25600
C 0.09145 -1.80259 -0.52513
C 0.93664 -1.99584 -1.81433
H -1.30783 -0.81975 1.45979
H -1.46235 0.59423 2.15630
H 1.48060 -0.35261 -0.10921
H -1.00051 -1.84038 -0.69433
H 0.32891 -2.57980 0.19955
H 1.96742 -2.20476 -1.56573
H 0.77427 -1.08491 -2.39541
H 0.46146 -2.78856 -2.39157
O -0.27031 3.66776 1.77875
H -0.02211 4.36932 1.18152
H -0.27241 2.83031 1.29438
*
```

## Properties
Lowest unoccupied orbital energy: 0.034 hartree
SMILES string: [H]/N=C(\N)NCC.O
HOMO energy: -0.332 hartree

Atomic partial charges in e from the natural (NBO) method, atoms 1 to 4: H 0.354; N -0.756; C 0.602; N -0.860

=====

Short version: arrangement i is the least stable of them.

=====

Arrangement i

The following is a quantum chemistry calculation of a 2-piece molecular cluster, C3H11N3O overall, from OMol25.

The geometry in ORCA input format:
```
! RIJCOSX wB97M-V def2-TZVPD def2/J DEFGRID3
* xyz 0 1
C -1.21534 -0.10897 -1.35062
C 1.75030 -0.73226 -0.58557
C -1.19920 -0.65948 1.01701
N -0.46058 -0.06809 -0.09720
H -2.07028 -0.05073 1.28164
H -1.33337 -1.15042 -1.64812
H -0.65274 0.42400 -2.10990
H -2.19870 0.35604 -1.22042
H 2.59507 -0.44678 0.02927
H 1.91580 -0.77587 -1.65224
H 1.31769 -1.66298 -0.23597
H -0.54239 -0.77346 1.87244
H -1.53590 -1.64628 0.69965
N 0.42365 1.42694 1.45039
N 0.12607 1.21136 0.07280
O 1.21730 1.21083 -0.70626
H 1.34217 1.01497 1.63577
H 0.52044 2.43118 1.54732
*
```

## Properties
Lowest unoccupied orbital energy: 0.023 hartree
HOMO energy: -0.298 hartree

Atomic partial charges in e from the natural (NBO) method, atoms 1 to 4: C -0.416; C -0.386; C -0.423; N -0.254

=====

Arrangement ii

The following is a quantum chemistry calculation of a 2-piece molecular cluster, C3H11N3O overall, from OMol25.

The geometry in ORCA input format:
```
! RIJCOSX wB97M-V def2-TZVPD def2/J DEFGRID3
* xyz 0 1
C 2.59540 0.45835 -1.01523
N -0.82045 -0.66752 -1.21018
C 0.33975 -0.19237 -1.54834
N 1.45461 -0.43740 -0.87935
H 2.58502 1.22136 -0.23020
H 2.54572 0.96952 -1.97491
H 3.52121 -0.11301 -0.95960
H -1.15860 -0.68803 -0.13676
H -1.54010 -0.57885 -1.90825
H 0.39641 0.47662 -2.40312
H 1.31188 -0.77843 0.06399
N -0.07795 0.87353 1.48155
C -1.67070 0.39769 1.68686
O -1.88421 -0.75445 1.08965
H -0.07537 1.72817 2.04316
H 0.26957 0.19014 2.16053
H -1.77663 0.40731 2.78466
H -2.17363 1.27904 1.24496
*
```

## Properties
Lowest unoccupied orbital energy: 0.025 hartree
HOMO energy: -0.286 hartree

Atomic partial charges in e from the natural (NBO) method, atoms 1 to 4: C -0.412; N -0.734; C 0.397; N -0.540

=====

Arrangement iii

The following is a quantum chemistry calculation of a 2-piece molecular cluster, C3H11N3O overall, from OMol25.

The geometry in ORCA input format:
```
! RIJCOSX wB97M-V def2-TZVPD def2/J DEFGRID3
* xyz 0 1
H -1.03692 2.25142 1.79123
N -1.07530 2.09529 0.78036
C -0.67819 0.90466 0.54548
N -0.15859 -0.00568 1.48720
N -0.44857 0.52550 -0.79529
C -0.07361 -0.79959 -1.18913
C -0.98550 -1.96656 -0.93809
H 0.67974 -0.50656 1.25917
H -0.06678 0.44353 2.39892
H -1.15313 1.04183 -1.33260
H 1.00860 -0.95046 -0.93806
H 0.00447 -0.66175 -2.29156
H -1.41747 -1.89479 0.10982
H -0.58013 -2.94510 -1.07280
H -1.84787 -1.78080 -1.53215
O 2.66852 1.08914 0.43602
H 2.15810 1.76266 -0.02253
H 3.00265 1.39727 1.30402
*
```

## Properties
Lowest unoccupied orbital energy: 0.026 hartree
SMILES string: [H]/N=C(\N)NCC.O
HOMO energy: -0.322 hartree

Atomic partial charges in e from the natural (NBO) method, atoms 1 to 4: H 0.326; N -0.767; C 0.583; N -0.857

=====

Arrangement iv

The following is a quantum chemistry calculation of C3H11N3O as an isolated structure, from OMol25.

The geometry in ORCA input format:
```
! RIJCOSX wB97M-V def2-TZVPD def2/J DEFGRID3
* xyz 0 1
C 1.00395 2.15303 -0.92670
N 1.26689 0.76656 -0.53470
O 2.55774 0.31951 -0.94275
H 2.45173 0.02313 -1.85873
H 0.23122 -0.06211 -0.48792
H 1.81593 2.81224 -0.60635
H 0.06842 2.44877 -0.45914
H 0.90294 2.20050 -2.00869
C -0.39486 -2.03382 0.76525
N -0.64253 -0.66756 0.34708
C -1.86014 -0.12532 0.61684
N -2.89639 -0.60033 1.19393
H 1.17431 0.64332 0.50357
H -2.77235 -1.56443 1.50076
H -1.94632 0.90997 0.27421
H -0.48698 -2.15993 1.85340
H 0.61716 -2.32339 0.47608
H -1.09071 -2.74012 0.29386
*
```

## Properties
Lowest unoccupied orbital energy: 0.014 hartree
HOMO energy: -0.287 hartree

Atomic partial charges in e from the natural (NBO) method, atoms 1 to 4: C -0.432; N -0.325; O -0.552; H 0.473

=====

Short version: arrangement i is the least stable of them.

=====

Arrangement i

The following is a quantum chemistry calculation of a 2-piece molecular cluster, C4H10N2OS overall, from OMol25.

The geometry in ORCA input format:
```
! RIJCOSX wB97M-V def2-TZVPD def2/J DEFGRID3
* xyz 0 1
C 3.30179 1.04988 -0.16830
C 2.14457 1.00160 0.79877
C 3.55416 -0.93988 -1.46565
C -4.26412 -0.24949 0.03153
N 3.82601 -0.28382 -0.42963
N -5.61028 -0.70632 -0.03727
O 4.54967 -0.84843 0.46850
S 0.74508 0.03913 0.15564
H 2.94876 1.43656 -1.15203
H 4.12195 1.53116 0.40268
H 2.57906 0.53065 1.81322
H 1.75037 1.96141 0.93235
H 3.93835 -2.08235 -1.48487
H -4.19676 0.68371 -0.64524
H -3.93878 -0.06710 1.06001
H -3.47616 -0.89820 -0.53961
H -6.08887 -0.60667 0.82075
H -5.88480 -1.55181 -0.56084
*
```

## Properties
Lowest unoccupied orbital energy (spin up / spin down): -0.060 / -0.083 hartree
HOMO energy (spin up / spin down): -0.319 / -0.319 hartree

Atomic partial charges in e from the natural (NBO) method, atoms 1 to 4: C -0.267; C -0.589; C 0.126; C -0.410

=====

Arrangement ii

The following is a quantum chemistry calculation of one molecule with the formula C4H10N2OS, from OMol25.

The geometry in ORCA input format:
```
! RIJCOSX wB97M-V def2-TZVPD def2/J DEFGRID3
* xyz 0 1
N 1.85490 -1.32805 -1.33139
C 0.60213 -0.84785 -1.84106
N -0.57211 -1.06553 -0.97676
C -0.74699 -0.48284 0.28239
O -1.50194 -1.03362 1.04991
C -0.05823 0.84612 0.48423
C -0.22638 1.64986 1.76060
S -2.02005 1.93774 2.10638
H 2.08005 -1.06800 -0.38461
H 1.93121 -2.34607 -1.32472
H 0.35406 -1.23835 -2.82100
H 0.66116 0.23873 -1.96212
H -1.06904 -1.94185 -1.08795
H 1.00283 0.62489 0.27458
H -0.22130 1.54822 -0.34702
H 0.17844 2.64561 1.59540
H 0.16536 1.17506 2.65155
H -2.41410 0.68593 1.87159
*
```

## Properties
Lowest unoccupied orbital energy: 0.028 hartree
SMILES string: NCNC(=O)CCS
HOMO energy: -0.325 hartree

Atomic partial charges in e from the natural (NBO) method, atoms 1 to 4: N -0.840; C -0.064; N -0.647; C 0.692

=====

Arrangement iii

The following is a quantum chemistry calculation of a 2-piece molecular cluster, C4H10N2OS overall, from OMol25.

The geometry in ORCA input format:
```
! RIJCOSX wB97M-V def2-TZVPD def2/J DEFGRID3
* xyz 0 1
N 3.76911 1.41068 1.33848
C -0.54899 -0.05828 -0.44457
C 0.62238 -0.84524 -0.58590
S 2.12027 -0.02910 -1.02865
C -1.56896 -0.58226 0.47281
N -2.80298 -0.07216 0.38226
C -3.23441 0.84923 -0.66336
O -1.29503 -1.33253 1.39667
H 2.90596 1.11526 0.88095
H 3.58679 1.89792 2.20341
H 4.17255 2.04281 0.65734
H -0.45883 0.88519 -0.96981
H 0.51890 -1.64617 -1.34932
H 0.84030 -1.42428 0.33410
H -3.37869 -0.41654 1.13352
H -3.08945 1.88574 -0.37132
H -2.63912 0.61495 -1.54358
H -4.25748 0.59384 -0.94784
*
```

## Properties
Lowest unoccupied orbital energy: -0.102 hartree
HOMO energy: -0.300 hartree

Atomic partial charges in e from the natural (NBO) method, atoms 1 to 4: N -1.085; C -0.053; C -0.737; S -0.154

=====

Short version: arrangement i is the least stable of them.

=====

Arrangement i

The following is a quantum chemistry calculation of one molecule with the formula C4H10N2OS, from OMol25.

The geometry in ORCA input format:
```
! RIJCOSX wB97M-V def2-TZVPD def2/J DEFGRID3
* xyz 0 1
H -4.25282 -1.05962 -0.31147
N -3.25697 -1.14354 -0.58238
C -2.60945 -0.12508 -0.21410
N -1.21442 -0.14254 -0.39647
O -0.76101 1.16580 -0.55908
C 0.33168 1.36263 0.26762
C 1.66550 1.09152 -0.42625
S 1.95537 -0.61725 -1.04232
C 1.84472 -1.58047 0.59925
H -2.91452 0.70389 0.43151
H -0.93116 -0.66327 -1.21472
H 0.34212 2.41501 0.62718
H 0.21380 0.68410 1.13176
H 1.66684 1.74805 -1.30136
H 2.45371 1.41718 0.24819
H 2.54161 -1.11556 1.32198
H 0.81012 -1.50458 0.98437
H 2.11490 -2.63626 0.43627
*
```

## Properties
Lowest unoccupied orbital energy: 0.034 hartree
SMILES string: [H]/N=C/NOCCSC
HOMO energy: -0.323 hartree

Atomic partial charges in e from the natural (NBO) method, atoms 1 to 4: H 0.346; N -0.670; C 0.258; N -0.357

=====

Arrangement ii

The following is a quantum chemistry calculation of a 2-piece molecular cluster, C4H10N2OS overall, from OMol25.

The geometry in ORCA input format:
```
! RIJCOSX wB97M-V def2-TZVPD def2/J DEFGRID3
* xyz 0 1
C -0.71352 -0.58896 -0.71192
N -1.65370 0.45686 -0.49867
C -2.21952 0.66258 0.76251
O -1.92783 0.01951 1.78100
C 0.77880 -0.22968 -0.54681
C 1.01960 0.32593 0.87210
S 2.73596 0.80578 0.89155
N 1.58226 -1.46306 -0.93222
H -0.81893 -0.99360 -1.71891
H -0.97911 -1.45944 -0.06480
H -2.26899 0.65270 -1.33242
H -2.62514 1.69539 0.80771
H 0.98478 0.53018 -1.29836
H 0.67572 -0.39845 1.65967
H 0.21560 1.13711 1.04487
H 1.46374 2.35661 0.31856
H 1.23458 -2.15885 -0.40451
H 2.51571 -1.35062 -0.62936
*
```

## Properties
Lowest unoccupied orbital energy: -0.062 hartree
HOMO energy: -0.333 hartree

Atomic partial charges in e from the natural (NBO) method, atoms 1 to 4: C -0.251; N -0.642; C 0.515; O -0.591

=====

Short version: arrangement ii is the least stable of them.

=====

Arrangement i

The following is a quantum chemistry calculation of one molecule with the formula C4H10N2OS, from OMol25.

The geometry in ORCA input format:
```
! RIJCOSX wB97M-V def2-TZVPD def2/J DEFGRID3
* xyz 0 1
N -2.97417 -0.21085 0.48885
C -1.52123 -0.31429 0.41797
N -1.01481 0.91977 -0.20244
C 0.30078 0.97338 -0.62572
O 0.70203 2.07294 -0.98717
C 1.10377 -0.29567 -0.87649
C 1.94132 -0.73812 0.30871
S 3.30043 0.41655 0.63187
H -3.23807 0.23928 1.34786
H -3.46371 -1.06324 0.27928
H -1.21931 -1.23760 -0.08947
H -1.15468 -0.26957 1.50834
H -1.59713 1.73464 -0.02762
H 0.31907 -0.96964 -1.34744
H 1.73282 -0.00964 -1.75344
H 2.42439 -1.69363 0.09509
H 1.25373 -0.90065 1.14724
H 3.10479 1.34633 -0.31542
*
```

## Properties
Lowest unoccupied orbital energy: 0.021 hartree
SMILES string: NCNC(=O)CCS
HOMO energy: -0.331 hartree

Atomic partial charges in e from the natural (NBO) method, atoms 1 to 4: N -0.856; C -0.053; N -0.632; C 0.672

=====

Arrangement ii

The following is a quantum chemistry calculation of one molecule with the formula C4H10N2OS, from OMol25.

The geometry in ORCA input format:
```
! RIJCOSX wB97M-V def2-TZVPD def2/J DEFGRID3
* xyz 0 1
C 2.21049 -1.37201 -0.19574
C 1.32939 -0.68154 0.47664
C 0.47936 0.39440 -0.10277
C 0.56269 1.67813 0.75076
S -1.28190 -0.25638 0.01950
N -1.68484 -1.58430 -0.61053
N -2.12985 0.85101 -0.96948
O -1.59470 -0.03172 1.41378
H 2.73080 -2.15700 0.28053
H 2.10208 -1.24147 -1.24909
H 1.18430 -0.56067 1.49348
H 0.45281 0.50723 -1.28281
H 0.65412 1.27545 1.73289
H 1.51543 2.08683 0.52662
H -0.21195 2.31746 0.65260
H -1.39603 -2.54110 -0.39948
H -1.86618 0.60876 -1.83697
H -3.05602 0.70692 -0.69991
*
```

## Properties
Lowest unoccupied orbital energy: 0.030 hartree
SMILES string: C=C[C@H](C)[S@](=N)(N)=O
HOMO energy: -0.352 hartree

Atomic partial charges in e from the natural (NBO) method, atoms 1 to 4: C -0.361; C -0.208; C -0.417; C -0.595

=====

Short version: arrangement ii is the least stable of them.

=====

Arrangement i

The following is a quantum chemistry calculation of a 2-piece molecular cluster, C4H10N2OS overall, from OMol25.

The geometry in ORCA input format:
```
! RIJCOSX wB97M-V def2-TZVPD def2/J DEFGRID3
* xyz 0 1
C 1.52026 1.25288 -0.42596
C 2.58819 0.72275 0.44563
C 1.59237 -0.25634 -0.17949
C 0.64579 -0.89433 0.67359
N -3.14579 0.08410 1.23452
N -2.61125 -0.88943 -1.23351
O -1.85173 1.38515 -0.41042
S -2.06248 0.06379 0.14506
H 0.68515 1.77834 0.00786
H 1.77988 1.57544 -1.42246
H 3.60278 0.68479 0.08261
H 2.50572 0.87709 1.51072
H 1.94625 -0.84480 -1.01739
H 0.42914 -0.46976 1.63677
H 0.33862 -1.90744 0.49691
H -3.36894 -0.78062 1.69241
H -2.21347 -0.51096 -2.08537
H -2.38049 -1.87063 -1.15147
*
```

## Properties
Lowest unoccupied orbital energy (spin up / spin down): -0.050 / -0.002 hartree
HOMO energy (spin up / spin down): -0.283 / -0.315 hartree

Atomic partial charges in e from the natural (NBO) method, atoms 1 to 4: C -0.381; C -0.389; C -0.330; C -0.295

=====

Arrangement ii

The following is a quantum chemistry calculation of one molecule with the formula C4H10N2OS, from OMol25.

The geometry in ORCA input format:
```
! RIJCOSX wB97M-V def2-TZVPD def2/J DEFGRID3
* xyz 0 1
C -1.11999 -1.11928 -0.66804
C -0.86610 -0.18053 0.50104
C 0.15580 -1.97068 -0.78438
C 0.74543 1.66326 0.22047
N 0.11644 2.54234 1.10286
N 0.50938 0.27944 0.42023
O 2.67708 -1.04490 -0.30570
S 1.39479 -0.68515 -0.90181
H -1.88960 -1.92811 -0.62165
H -1.38359 -0.54406 -1.54701
H -1.61986 0.59439 0.33725
H -1.12371 -0.56736 1.47391
H 0.22086 -2.64574 0.13601
H 0.27188 -2.48462 -1.80090
H 1.78446 1.67536 0.08156
H 0.29394 1.76083 -0.79679
H 0.59898 2.56326 1.96821
H -0.76618 2.09155 1.18473
*
```

## Properties
Lowest unoccupied orbital energy: 0.025 hartree
HOMO energy: -0.321 hartree

Atomic partial charges in e from the natural (NBO) method, atoms 1 to 4: C -0.429; C -0.257; C -0.647; C -0.057

=====

Short version: arrangement i is the least stable of them.